A structure of composition C33H33BCl3N4O3SScSe2 at a distorted geometry. Source: the Open Molecules 2025 dataset; level of theory: the ωB97M-V functional and the def2-TZVPD basis.

Summary:
multiplicity = 1
M = 885.766 g mol⁻¹
frontier orbital gap = 6.77 eV
charge = +2
total energy = -9088.91544 Ha
E_LUMO = -5.621 eV
max |F| = 1.33 eV Å⁻¹
highest occupied orbital energy = -0.4554 hartree

Last column: Mulliken charge in e.
Positions of all 81 atoms, in Å:
Sc: 1.130 1.389 -0.395  -0.0959
C: 2.415 4.221 -3.137  -0.9587
Se: 0.748 3.535 -2.413  0.0632
C: 0.433 4.939 -1.077  -0.6864
C: -0.929 4.758 -0.447  -1.0075
Se: -1.119 3.130 0.644  0.2005
C: -0.757 3.932 2.384  -1.0835
H: 3.103 4.451 -2.330  0.2650
H: 2.187 5.103 -3.726  0.4793
H: 2.828 3.446 -3.776  0.2734
H: 0.478 5.889 -1.608  0.5512
H: 1.240 4.905 -0.347  0.3512
H: -1.706 4.704 -1.207  0.4294
H: -1.162 5.584 0.220  0.5215
H: -1.605 4.559 2.641  0.3868
H: 0.160 4.511 2.348  0.3852
H: -0.673 3.120 3.099  0.3381
O: 2.039 -0.499 -0.392  1.1762
B: 1.628 -0.236 1.016  0.3813
O: 1.884 -1.358 1.732  -0.6663
C: 2.401 -2.320 0.879  1.0386
C: 2.778 -3.608 1.176  -1.0038
C: 3.262 -4.372 0.118  -0.5703
C: 3.355 -3.861 -1.174  -0.8200
C: 2.969 -2.556 -1.465  -0.9391
C: 2.498 -1.813 -0.407  0.3697
H: 2.700 -4.003 2.181  0.5571
H: 3.574 -5.390 0.311  0.4375
H: 3.735 -4.488 -1.970  0.4468
H: 3.027 -2.147 -2.465  0.5121
Cl: -0.672 -3.960 4.960  -0.2128
C: -1.543 -3.476 3.555  0.2183
C: -1.157 -2.345 2.858  -1.3721
C: -1.880 -1.963 1.744  0.6503
C: -2.988 -2.677 1.292  -0.3222
C: -3.757 -2.254 0.059  -0.1702
C: -2.883 -2.331 -1.228  -1.5954
N: -2.138 -1.104 -1.519  0.3076
C: -2.666 0.057 -2.040  -0.7711
C: -1.658 0.964 -2.055  -0.7158
N: -0.512 0.376 -1.535  0.3889
C: -0.858 -0.870 -1.220  -0.6455
O: -4.362 -0.967 0.066  -0.4478
C: -4.334 -0.104 1.199  -0.3447
C: -4.950 -0.657 2.448  0.0222
C: -4.445 -0.487 3.702  0.8073
Cl: -3.021 0.385 4.123  -0.1860
S: -5.396 -1.241 4.915  -0.1685
C: -6.496 -1.812 3.735  -0.3156
C: -6.151 -1.425 2.481  -0.9848
C: -3.343 -3.823 2.013  0.6714
Cl: -4.668 -4.834 1.538  -0.2187
C: -2.632 -4.221 3.135  -0.7898
H: -0.310 -1.761 3.195  0.5463
H: -1.586 -1.052 1.239  0.4345
H: -4.556 -2.971 -0.093  0.9451
H: -3.527 -2.533 -2.082  0.3884
H: -2.172 -3.146 -1.129  0.4744
H: -3.691 0.132 -2.355  0.5251
H: -1.665 1.966 -2.448  0.5012
H: -0.194 -1.637 -0.853  0.8609
H: -4.908 0.762 0.866  0.5284
H: -3.318 0.236 1.411  0.0112
H: -7.352 -2.395 4.040  0.4637
H: -6.719 -1.678 1.595  0.4198
H: -2.926 -5.110 3.675  0.4978
N: 5.463 2.403 -0.437  -0.0201
C: 4.236 2.603 0.058  -0.9380
N: 3.292 2.144 -0.740  0.3008
C: 3.964 1.581 -1.835  0.5876
C: 3.469 0.970 -2.987  -0.3844
C: 4.389 0.533 -3.917  -0.9145
C: 5.770 0.693 -3.716  -0.7239
C: 6.270 1.302 -2.585  -0.9628
C: 5.335 1.743 -1.654  0.5594
H: 6.329 2.662 0.008  0.2502
H: 4.059 3.107 0.997  0.5636
H: 2.405 0.850 -3.157  0.5012
H: 4.045 0.063 -4.830  0.5049
H: 6.455 0.333 -4.472  0.4534
H: 7.333 1.439 -2.433  0.4880

---

The molecule C4H6O2. Source: the Open Molecules 2025 dataset; level of theory: the ωB97M-V functional and the def2-TZVPD basis.

Summary:
multiplicity = 1
M = 86.090 g mol⁻¹
frontier orbital gap = 10.55 eV
total energy = -306.46818 Ha
E_LUMO = 0.596 eV
max |F| = 0.57 eV Å⁻¹
highest occupied orbital energy = -0.3659 hartree

Last column: natural (NBO) charge in e.
Positions of all 12 atoms, in Å:
C: -1.354 1.097 0.160  -0.7218
C: -0.285 0.185 0.763  0.5920
O: -0.536 -0.280 1.854  -0.5298
C: 1.064 -0.253 0.138  -0.6184
C: 0.945 -1.225 -1.020  0.4433
O: 1.567 -1.132 -2.049  -0.5022
H: -1.485 1.055 -0.925  0.2266
H: -1.181 2.141 0.450  0.2444
H: -2.289 0.798 0.648  0.2460
H: 1.771 0.535 -0.143  0.2465
H: 1.510 -0.833 0.958  0.2607
H: 0.273 -2.089 -0.835  0.1128

---

A structure of composition C16H30F9NiO10 at a distorted geometry. Source: the Open Molecules 2025 dataset; level of theory: the ωB97M-V functional and the def2-TZVPD basis.

Summary:
multiplicity = 3
M = 612.081 g mol⁻¹
frontier orbital gap (alpha / beta) = 7.66 / 7.61 eV
charge = -1
total energy = -3787.15392 Ha
E_LUMO (alpha / beta) = 2.662 / 2.659 eV
max |F| = 2.91 eV Å⁻¹
highest occupied orbital energy (alpha / beta) = -0.1836 / -0.1821 hartree

Last column: natural (NBO) charge in e.
Positions of all 66 atoms, in Å:
Ni: 0.489 0.265 0.326  1.6335
C: 0.985 -1.931 2.801  0.3183
O: 0.491 -1.321 4.006  -0.5746
O: 1.094 -0.926 1.904  -0.9810
C: 2.309 -2.691 3.145  0.9287
F: 2.640 -3.594 2.200  -0.3420
F: 3.355 -1.854 3.194  -0.3255
F: 2.212 -3.331 4.310  -0.3292
C: -0.878 -1.541 4.322  -0.0722
C: -1.195 -0.520 5.392  -0.6171
H: -2.179 -0.681 5.832  0.1968
H: -0.413 -0.453 6.149  0.2115
H: -1.158 0.485 4.959  0.1935
H: -1.010 -2.535 4.763  0.1517
H: -1.465 -1.411 3.412  0.1981
H: 0.175 -2.615 2.518  0.1311
C: -1.767 -2.048 -0.234  0.3436
O: -2.502 -2.205 -1.455  -0.5525
O: -0.983 -0.998 -0.454  -0.9032
C: -2.881 -1.999 0.896  0.9163
F: -2.414 -2.577 2.032  -0.3538
F: -3.267 -0.747 1.239  -0.3396
F: -3.987 -2.700 0.571  -0.3413
C: -2.857 -3.483 -1.906  -0.0593
C: -3.933 -3.354 -2.954  -0.6184
H: -3.618 -2.714 -3.784  0.2074
H: -4.268 -4.336 -3.289  0.1915
H: -4.815 -2.799 -2.622  0.2077
H: -3.300 -4.125 -1.135  0.1550
H: -1.997 -4.040 -2.298  0.1488
H: -1.216 -2.978 -0.023  0.1026
C: 0.080 2.503 -2.392  0.3248
O: -0.913 2.094 -3.330  -0.5194
O: -0.070 1.602 -1.402  -0.9226
C: 1.489 2.606 -3.039  0.9147
F: 1.663 3.673 -3.837  -0.3419
F: 2.440 2.761 -2.064  -0.3626
F: 1.850 1.457 -3.638  -0.3356
C: -0.958 2.845 -4.570  -0.0857
C: -1.583 4.242 -4.493  -0.6470
H: -1.414 4.750 -5.450  0.1958
H: -2.655 4.142 -4.368  0.2137
H: -0.961 4.858 -3.842  0.2119
H: -1.690 2.231 -5.101  0.1764
H: -0.025 2.783 -5.124  0.1637
H: -0.101 3.524 -2.005  0.0866
C: -0.013 2.335 2.292  -0.1080
C: 1.116 2.954 1.488  -0.1063
O: 1.901 1.813 1.042  -0.7626
O: -0.876 1.606 1.422  -0.7328
H: -0.589 3.132 2.776  0.1652
H: 0.323 1.627 3.056  0.2123
H: 1.757 3.729 1.903  0.1840
H: 0.660 3.394 0.596  0.2099
H: 2.830 2.009 1.171  0.5028
H: -1.757 1.742 1.775  0.5033
C: 3.356 0.057 -1.123  -0.1046
C: 4.427 -0.753 -0.476  -0.0968
O: 4.243 -0.766 0.944  -0.7364
O: 2.011 -0.391 -0.955  -0.7556
H: 3.504 0.211 -2.199  0.1856
H: 3.418 1.106 -0.830  0.1991
H: 5.338 -0.218 -0.747  0.1756
H: 4.413 -1.791 -0.823  0.1592
H: 3.297 -0.977 1.066  0.5015
H: 1.842 -1.133 -1.542  0.5049

---

A structure of composition C27H44N4O3SV at a distorted geometry. Source: the Open Molecules 2025 dataset; level of theory: the ωB97M-V functional and the def2-TZVPD basis.

Summary:
multiplicity = 3
M = 555.685 g mol⁻¹
frontier orbital gap (alpha / beta) = 7.63 / 8.21 eV
charge = +3
total energy = -2841.38842 Ha
E_LUMO (alpha / beta) = -9.021 / -8.446 eV
max |F| = 1.29 eV Å⁻¹
highest occupied orbital energy (alpha / beta) = -0.6120 / -0.6121 hartree

Last column: Mulliken charge in e.
Positions of all 80 atoms, in Å:
V: -0.825 0.288 0.890  0.2656
C: -3.139 -1.158 3.120  -1.7945
C: -2.525 0.103 2.589  0.8010
C: -3.067 0.756 1.461  -0.6703
C: -2.555 1.973 0.999  0.5920
C: -3.197 2.694 -0.149  -1.6369
C: -1.454 2.536 1.678  -0.4276
C: -0.920 1.943 2.830  0.8916
C: 0.127 2.630 3.657  -1.6627
C: -1.437 0.698 3.239  -0.7435
H: -3.814 -0.904 3.938  0.3747
H: -2.384 -1.834 3.519  0.4023
H: -3.715 -1.674 2.356  0.3374
H: -3.945 0.337 0.990  0.6234
H: -4.013 3.313 0.232  0.3669
H: -3.625 2.001 -0.873  0.3630
H: -2.492 3.354 -0.654  0.3150
H: -1.094 3.510 1.374  0.6649
H: -0.302 2.883 4.628  0.4268
H: 0.473 3.551 3.192  0.4006
H: 0.982 1.980 3.847  0.3301
H: -1.028 0.229 4.125  0.7125
O: -0.973 -1.834 -1.915  -0.7972
C: -1.677 -2.063 -0.932  -0.0109
O: -1.743 -1.386 0.161  0.2316
C: -2.626 -3.263 -0.990  -0.3871
N: -2.251 -4.070 -2.216  -0.0078
C: -3.491 -4.246 -3.068  -0.6462
C: -4.276 -2.983 -2.762  -0.5980
C: -4.088 -2.828 -1.247  -0.4471
H: -2.523 -3.865 -0.093  0.4267
H: -1.812 -4.960 -1.993  0.3710
H: -1.561 -3.478 -2.701  0.3872
H: -4.010 -5.134 -2.715  0.3406
H: -3.205 -4.384 -4.106  0.4017
H: -5.321 -3.083 -3.048  0.4634
H: -3.853 -2.134 -3.302  0.2246
H: -4.771 -3.485 -0.710  0.4442
H: -4.258 -1.813 -0.895  0.0672
C: 7.307 -0.387 1.013  -1.4511
C: 5.837 -0.683 0.921  0.8372
C: 5.224 -0.911 -0.310  -0.8701
C: 3.875 -1.221 -0.389  -0.4122
C: 3.136 -1.311 0.786  0.4770
C: 3.717 -1.074 2.032  -0.5223
C: 5.056 -0.754 2.085  -0.8968
S: 1.457 -1.750 0.607  0.5371
C: 1.308 -3.175 1.667  -1.1170
O: 0.676 -0.652 1.446  -0.0982
H: 7.737 -0.171 0.037  0.3840
H: 7.834 -1.250 1.429  0.3303
H: 7.500 0.454 1.679  0.3831
H: 5.814 -0.855 -1.217  0.3843
H: 3.406 -1.403 -1.351  0.4730
H: 3.133 -1.124 2.945  0.3722
H: 5.519 -0.564 3.047  0.4405
H: 1.848 -3.010 2.596  0.4378
H: 1.738 -4.019 1.123  0.4264
H: 0.246 -3.339 1.849  0.3374
C: 0.965 4.272 -0.794  -1.3287
N: 0.981 2.822 -0.561  0.5851
C: 1.951 2.348 0.445  -0.7599
C: 0.326 1.949 -1.353  -0.1053
N: -0.185 0.810 -0.809  0.8237
N: 0.156 2.177 -2.654  0.1919
C: 1.104 2.939 -3.484  -1.2114
C: -0.914 1.509 -3.405  -1.0897
H: 0.774 4.767 0.159  0.4668
H: 0.165 4.540 -1.477  0.4011
H: 1.913 4.647 -1.181  0.4201
H: 2.304 3.214 1.002  0.3645
H: 2.812 1.875 -0.029  0.3383
H: 1.525 1.644 1.153  -0.0278
H: -0.328 0.086 -1.511  -0.1776
H: 2.057 3.047 -2.980  0.3910
H: 0.712 3.920 -3.752  0.3668
H: 1.271 2.376 -4.400  0.4388
H: -0.570 0.563 -3.828  0.3302
H: -1.219 2.159 -4.222  0.4736
H: -1.776 1.333 -2.767  0.2597